1.
This record from OMol25 describes an isolated molecule of C7H10 in a non-equilibrium geometry. The level of theory is ωB97M-V/def2-TZVPD.

## Properties
E_HOMO = -8.7622 eV
relative energy (zero: lowest compared OMol25 entry of this formula, charge and spin) = 199.8 kJ/mol
charge = 0
structure (SMILES) = C=C/C=C/CC=C
max |F| = 1.647 eV/Å

Cartesian coordinates (Å):
C (1.46, -0.85, 1.53)
C (2.65, -0.96, 2.10)
C (1.12, -0.86, 0.06)
C (-0.35, -0.57, -0.16)
C (-0.82, 0.53, -0.71)
C (-2.19, 0.85, -1.13)
C (-2.44, 1.95, -1.83)
H (0.61, -0.94, 2.20)
H (2.59, -0.93, 3.18)
H (3.57, -1.15, 1.58)
H (1.29, -1.87, -0.33)
H (1.68, -0.14, -0.54)
H (-0.98, -1.33, 0.29)
H (-0.07, 1.18, -1.16)
H (-3.01, 0.22, -0.83)
H (-1.64, 2.57, -2.23)
H (-3.45, 2.28, -2.03)


2.
This record from OMol25 describes an isolated molecule of C19H18N2O3 in a non-equilibrium geometry. The level of theory is ωB97M-V/def2-TZVPD.

## Properties
E_HOMO = -9.3460 eV
relative energy (zero: lowest compared OMol25 entry of this formula, charge and spin) = 266.0 kJ/mol
charge = 0
structure (SMILES) = O=C(Cc1ccccc1)NN1C(=O)[C@@H]2[C@H](C1=O)[C@H]1C=C[C@@H]2C12CC2
max |F| = 1.036 eV/Å

Cartesian coordinates (Å):
O (0.55, -2.07, 1.14)
C (1.37, -1.60, 0.39)
N (1.06, -0.79, -0.66)
N (-0.23, -0.35, -0.91)
C (-0.61, 0.97, -0.72)
O (0.13, 1.84, -0.35)
C (-2.07, 1.07, -1.11)
H (-2.19, 1.79, -1.92)
C (-2.49, -0.37, -1.45)
C (-1.24, -1.21, -1.34)
O (-1.08, -2.36, -1.60)
H (-2.93, -0.50, -2.44)
C (-3.54, -0.70, -0.34)
C (-4.72, 0.18, -0.68)
C (-4.38, 1.43, -0.42)
H (-4.96, 2.33, -0.58)
C (-2.97, 1.43, 0.11)
H (-2.64, 2.31, 0.65)
C (-2.97, 0.09, 0.83)
C (-3.36, -0.11, 2.26)
C (-1.95, -0.37, 1.81)
H (-1.19, 0.33, 2.11)
H (-1.60, -1.39, 1.77)
H (-3.56, 0.77, 2.86)
H (-3.99, -0.95, 2.51)
H (-5.64, -0.19, -1.10)
H (-3.72, -1.76, -0.21)
H (1.80, -0.31, -1.17)
C (2.86, -1.89, 0.47)
C (3.70, -0.67, 0.19)
C (3.71, 0.38, 1.11)
C (4.44, 1.52, 0.86)
C (5.17, 1.63, -0.31)
C (5.17, 0.60, -1.23)
C (4.43, -0.55, -0.98)
H (4.43, -1.36, -1.70)
H (5.74, 0.68, -2.14)
H (5.74, 2.53, -0.51)
H (4.44, 2.33, 1.57)
H (3.13, 0.29, 2.02)
H (3.06, -2.29, 1.47)
H (3.08, -2.68, -0.26)


Which value of max |F| does entry 2 give?
1.036 eV/Å